# 1
Density functional theory data (ωB97M-V/def2-TZVPD) for a cluster of 3 separate species, C6H14O2 in total in a non-equilibrium geometry.

Geometry (Å):
C: 0.652 2.015 -0.175
C: 0.457 1.193 0.860
C: 0.826 -0.240 0.914
C: 0.150 -1.013 1.762
C: 2.046 -0.689 0.151
C: 1.748 -1.355 -1.191
H: 0.312 3.025 -0.001
H: 1.281 1.745 -1.015
H: -0.221 1.522 1.642
H: -0.559 -0.645 2.487
H: 0.388 -2.065 1.834
H: 2.530 -1.428 0.783
H: 2.724 0.149 0.022
H: 1.105 -2.223 -1.038
H: 1.189 -0.720 -1.876
H: 2.660 -1.748 -1.635
O: -1.410 0.275 -1.734
H: -1.830 1.119 -1.936
H: -0.643 0.487 -1.177
O: -3.246 -0.074 0.316
H: -2.613 -0.254 -0.404
H: -3.950 -0.719 0.162

The value obtained for the energy above the lowest of the compared OMol25 structures with the same formula, charge and spin is 40.1 kcal/mol. The structure (SMILES) is C=CC(=C)CC.O.O. Its frontier orbital gap is 9.8 eV. As for the electronic energy: -387.4436 hartree.

natural (NBO) population analysis, charges in e, atoms 1 to 5: C -0.454; C -0.182; C -0.055; C -0.343; C -0.439

# 2
Density functional theory data (ωB97M-V/def2-TZVPD) for a cluster of 2 separate species, C3H8NO in total in a non-equilibrium geometry.

Geometry (Å):
C: -1.218 -0.726 -0.353
C: 2.858 -1.555 -0.488
C: -1.323 1.648 0.335
N: -0.854 0.201 0.413
O: 1.822 -0.999 -0.151
H: -0.600 -1.591 -0.434
H: -2.211 -0.744 -0.853
H: 2.852 -2.634 -0.688
H: 3.832 -1.007 -0.340
H: -0.429 2.119 0.360
H: -1.857 1.820 -0.533
H: -1.942 1.958 1.186
H: 0.007 0.009 0.826

Its charge is +1. The value obtained for the energy above the lowest of the compared OMol25 structures with the same formula, charge and spin is 34.1 kcal/mol. Its frontier orbital gap is 9.4 eV. As for the electronic energy: -248.7816 hartree.

natural (NBO) population analysis, charges in e, atoms 1 to 5: C 0.143; C 0.314; C -0.395; N -0.372; O -0.598

# 3
Density functional theory data (ωB97M-V/def2-TZVPD) for a cluster of 2 separate species, C3H9N3 in total in a non-equilibrium geometry.

Geometry (Å):
C: -3.364 1.420 -0.027
C: -2.420 1.165 -0.955
N: -1.590 0.072 -1.092
H: -4.135 2.140 -0.238
H: -3.258 1.136 1.013
H: -2.392 1.831 -1.820
H: -1.938 -0.826 -0.779
H: -1.042 0.115 -1.947
N: 2.209 -0.982 1.500
C: 2.943 -1.446 0.376
N: 4.097 -1.019 0.103
H: 2.774 -0.205 1.815
H: 1.208 -0.858 1.462
H: 2.499 -2.378 0.038
H: 4.409 -0.166 0.551

Its charge is -1. The value obtained for the energy above the lowest of the compared OMol25 structures with the same formula, charge and spin is 34.7 kcal/mol. As for the multiplicity: 2. Its frontier orbital gap (spin up / spin down) is 3.1 / 8.4 eV. As for the electronic energy: -283.8703 hartree.

natural (NBO) population analysis, charges in e, atoms 1 to 5: C -0.626; C -0.153; N -1.121; H 0.177; H 0.188

# 4
Density functional theory data (ωB97M-V/def2-TZVPD) for a structure of composition C16H27O6STeY.

Geometry (Å):
Y: -0.141 0.297 -0.120
C: 2.421 -1.383 1.462
C: 1.848 -2.480 0.632
O: 0.476 -2.069 0.463
C: -0.475 -3.142 0.559
C: -1.723 -2.457 0.990
O: -1.955 -1.367 0.081
C: -2.646 -1.824 -1.095
C: -2.818 -0.633 -1.949
O: -1.501 -0.075 -2.165
C: -1.562 0.899 -3.246
C: -1.596 2.237 -2.590
O: -0.418 2.286 -1.779
C: 0.705 2.806 -2.490
C: 1.879 2.331 -1.724
O: 1.708 0.886 -1.591
C: 2.980 0.241 -1.387
C: 3.282 0.390 0.067
O: 2.139 -0.146 0.774
H: 3.487 -1.497 1.652
H: 1.914 -1.332 2.424
H: 1.905 -3.429 1.166
H: 2.314 -2.606 -0.345
H: -0.166 -3.851 1.328
H: -0.535 -3.669 -0.393
H: -1.605 -2.018 1.980
H: -2.586 -3.122 1.019
H: -3.612 -2.250 -0.821
H: -2.050 -2.591 -1.593
H: -3.445 0.118 -1.462
H: -3.270 -0.908 -2.900
H: -2.443 0.719 -3.859
H: -0.685 0.743 -3.869
H: -2.449 2.351 -1.921
H: -1.620 3.062 -3.303
H: 0.664 3.896 -2.528
H: 0.716 2.414 -3.510
H: 1.913 2.776 -0.728
H: 2.810 2.546 -2.245
H: 3.744 0.707 -2.009
H: 2.879 -0.794 -1.705
H: 3.395 1.432 0.362
H: 4.189 -0.135 0.360
Te: -0.901 2.682 1.255
C: -1.040 1.677 3.084
C: -0.043 1.508 4.005
C: -0.486 0.819 5.175
C: -1.802 0.480 5.107
S: -2.509 1.019 3.644
H: 0.961 1.887 3.866
H: 0.146 0.602 6.025
H: -2.394 -0.034 5.850

Its charge is +2. Its frontier orbital gap is 7.8 eV. As for the electronic energy: -1781.3515 hartree.

natural (NBO) population analysis, charges in e, atoms 1 to 5: Y 1.791; C -0.084; C -0.089; O -0.615; C -0.093

What is the electronic energy in the fourth record?
-1781.3515 hartree